Record 1
{
  "formula": "C26H31N3O4",
  "method": "ωB97M-V/def2-TZVPD",
  "elements": ["C", "H", "H", "H", "C", "H", "C", "H", "N", "H", "C", "C", "C", "H", "C", "C", "C", "N", "C", "O", "C", "H", "H", "C", "H", "H", "C", "H", "C", "H", "C", "H", "H", "C", "H", "H", "H", "C", "H", "C", "H", "C", "C", "H", "H", "C", "O", "C", "H", "C", "H", "H", "C", "N", "H", "H", "C", "H", "H", "C", "H", "O", "H", "O"],
  "coordinates": [[1.253, -1.954, -4.334], [0.910, -5.693, -4.251], [3.985, -4.307, -0.781], [0.920, 0.765, -1.348], [1.377, -1.236, -2.027], [-1.279, 3.097, 1.027], [1.900, -3.161, -3.990], [-0.893, -0.633, -5.529], [-2.335, 0.527, -0.916], [0.868, -0.080, 1.900], [-1.556, -0.524, -1.303], [-0.379, -0.600, -0.322], [0.845, 2.948, 6.036], [-0.126, -0.962, -7.125], [1.062, -5.112, -5.165], [1.116, -0.951, -3.368], [0.991, -0.258, -0.945], [4.703, 1.164, 4.070], [0.492, 3.891, 6.997], [2.106, -4.113, -4.946], [-1.691, 2.631, 0.130], [-1.218, 2.087, 2.627], [2.240, -2.627, -0.627], [-3.147, 0.985, 1.344], [-3.465, -0.065, 1.391], [-3.423, 2.000, -1.927], [2.219, -3.431, -2.641], [-2.631, 3.139, -0.126], [3.222, -5.024, -1.122], [-3.988, 1.602, 1.001], [-1.980, 1.140, 0.356], [3.673, -6.009, -1.260], [1.460, -5.739, -5.961], [-1.109, 3.582, 4.716], [1.733, 2.315, 6.141], [1.738, -0.256, -0.135], [1.108, 4.003, 7.890], [3.541, 1.315, 4.154], [-3.575, 0.347, -2.585], [0.463, 1.823, 3.873], [-2.330, 5.148, 5.519], [0.058, -0.763, -6.067], [-0.647, 4.697, 6.817], [-1.746, 3.462, 3.835], [-4.415, 0.798, -1.079], [0.059, 2.776, 4.862], [0.745, -1.941, -5.595], [1.978, -2.446, -1.675], [-2.872, 1.306, 2.350], [-1.442, 4.534, 5.675], [0.679, 0.139, -5.956], [0.138, -4.618, -5.481], [-0.306, 1.514, 2.764], [-0.787, 0.349, 0.717], [1.447, 1.362, 4.015], [0.725, 0.030, -3.660], [-3.500, 0.937, -1.667], [-0.918, 5.447, 7.561], [2.407, -5.080, -0.386], [-0.017, 0.557, 1.802], [-0.326, -1.627, 0.084], [-1.789, -1.292, -2.236], [-0.976, 2.760, -0.694], [2.706, -4.681, -2.424]],
  "charge": 0,
  "homo_lumo_gap_ha": 0.208,
  "e_homo_ev": -7.707,
  "e_above_lowest_kj_mol": 690.4
}

---

Record 2
{
  "formula": "C26H31NO4PW",
  "method": "ωB97M-V/def2-TZVPD",
  "elements": ["H", "C", "C", "H", "H", "P", "H", "H", "C", "C", "H", "O", "C", "H", "H", "C", "H", "H", "H", "H", "H", "H", "C", "C", "C", "C", "H", "H", "H", "H", "C", "C", "H", "C", "H", "H", "N", "C", "C", "C", "O", "C", "W", "C", "C", "C", "H", "H", "O", "H", "H", "O", "H", "H", "H", "C", "C", "C", "H", "H", "C", "H", "C", "C"],
  "coordinates": [[2.951, 6.613, 0.904], [2.572, 4.829, -0.213], [2.962, 1.098, -2.224], [2.643, 5.073, -2.950], [5.172, 0.121, -4.596], [2.099, 2.554, -1.646], [4.041, 2.143, -3.768], [-0.235, 5.031, -6.104], [3.123, 3.642, -0.718], [3.364, 5.690, 0.520], [1.480, 0.755, 3.552], [-1.534, -0.023, -0.944], [-1.978, -1.410, -1.212], [1.747, -2.517, 0.023], [0.635, -2.045, 2.852], [-0.307, 3.351, -4.773], [2.346, -2.014, 2.360], [2.159, -0.246, -0.688], [-3.317, 0.145, 0.124], [-1.128, 2.879, -5.295], [-2.365, -1.472, -2.228], [-0.142, 1.795, -3.323], [4.481, 0.044, -3.768], [3.848, 1.188, -3.293], [1.324, -1.804, 2.048], [-2.606, 0.819, -0.349], [-0.828, 1.969, 3.192], [0.707, -3.585, 0.989], [-1.081, -3.357, -0.926], [0.044, -0.302, 3.528], [1.257, 5.182, -4.576], [0.200, 4.567, -5.229], [-2.722, 2.147, 1.359], [-1.981, 1.759, 0.661], [4.898, 2.414, -0.863], [6.294, 3.977, 0.428], [0.945, 1.793, -0.650], [4.226, -1.191, -3.193], [0.959, -2.546, 0.779], [5.251, 4.205, 0.253], [-0.202, -1.842, 0.251], [4.463, 3.327, -0.476], [0.366, 0.261, -0.057], [3.330, -1.299, -2.131], [1.816, 4.590, -3.453], [-0.788, -2.310, -1.006], [-3.092, 1.366, -1.155], [1.646, 6.123, -4.939], [1.189, -0.350, 1.786], [0.405, 2.324, 1.959], [3.145, -2.266, -1.684], [-1.010, 0.922, 1.369], [-1.436, 2.583, 0.201], [-2.766, -1.634, -0.497], [-0.032, -2.205, -1.788], [0.246, 2.750, -3.660], [1.308, 3.372, -2.991], [4.704, 5.380, 0.746], [4.725, -2.075, -3.567], [1.538, 5.092, -0.410], [0.645, 0.397, 2.952], [5.324, 6.068, 1.306], [-0.188, 1.535, 2.423], [2.712, -0.153, -1.668]],
  "charge": 3,
  "homo_lumo_gap_ha": 0.290,
  "e_homo_ev": -17.122,
  "e_above_lowest_kj_mol": 0.0
}